17
Properties=species:S:1:pos:R:3:lowdin_charge:R:1 method="wB97M-V/def2-TZVPD" spin_multiplicity=2 max_force_ev_per_a=5.95 energy_ev=-9334.7387 lumo_ev="4.22 / 4.13" s_squared=0.750 charge=-1 homo_ha="0.041 / -0.185" e_above_lowest_ev=2.103
C 1.2856 -0.2086 0.8135 -0.34
C 0.7263 0.4821 -0.4438 -0.32
C -0.7989 0.5423 -0.6994 -0.32
C -1.7436 -0.3929 -0.0789 -0.58
N -2.5526 -1.1229 -0.9388 0.09
O -1.8074 -0.5666 1.1891 -0.05
N 2.1809 0.7631 1.5111 -0.06
H 0.3840 -0.6960 1.4312 0.12
H 1.9944 -1.0655 0.7741 0.08
H 1.3195 -0.0714 -1.2997 0.08
H 0.9747 1.5090 -0.6336 0.05
H -0.9048 0.5775 -1.7494 0.01
H -0.9951 1.5167 -0.3605 0.07
H -2.5401 -1.9834 -0.3066 0.12
H -2.4673 -1.2271 -1.8970 -0.02
H 1.8652 1.6571 1.1047 0.05
H 3.0791 0.2865 1.5841 0.04